Entry 1:
Here is C12H20N2S in the gas phase from the Open Molecules 2025 dataset. Energies are from ωB97M-V/def2-TZVPD.

For the highest occupied orbital energy, the calculation gives -7.97 eV. The value obtained for the orbital gap is 8.6866 eV. Its LUMO energy is 0.72 eV. The electronic energy is -976.85880 hartree. The total charge is 0. The spin multiplicity is 1.

```
35
Properties=species:S:1:pos:R:3:forces:R:3
C -0.01690 -0.72317 1.49783 -0.020 -0.035 -0.221
C 1.87066 -0.65105 0.02805 0.065 0.032 0.042
C 0.41633 -0.67951 0.23447 -0.225 -0.138 0.558
C -2.25747 -0.65899 -3.47298 -0.124 0.057 0.517
C 0.95993 -0.68800 2.63398 0.241 -0.174 -0.182
C -2.49113 0.05733 -2.13927 -0.167 -0.085 0.011
C -1.90898 -0.68014 -0.92401 -0.084 -0.071 -0.029
C -1.81846 1.41504 -2.12362 0.448 -0.064 -0.004
C -0.40203 -0.58228 -0.99758 -0.106 0.566 -0.263
C 2.30850 -1.29955 2.22960 -0.190 0.062 0.489
C 3.41406 -0.91388 3.21020 -0.262 -0.221 -0.144
C -0.06080 2.71232 0.32570 -0.369 -0.039 0.202
N 2.73615 -0.92649 0.90131 0.612 0.046 -0.282
N 0.58998 2.17748 -0.83012 0.861 0.095 -0.427
S 0.00159 1.13347 -1.79238 -0.752 -0.299 -0.281
H -1.06814 -0.71674 1.75146 -0.154 0.017 -0.127
H 2.22928 -0.38396 -0.95918 0.076 0.034 -0.214
H -1.20339 -0.67148 -3.72612 0.221 -0.051 -0.159
H -2.61491 -1.68256 -3.41996 -0.029 -0.193 -0.051
H 1.10769 0.36019 2.92677 -0.009 0.007 0.064
H 0.55877 -1.21750 3.49969 0.030 0.075 0.035
H -2.79846 -0.15099 -4.26347 -0.021 0.088 -0.195
H -3.57300 0.17265 -1.99823 0.122 0.032 0.007
H -2.27154 -0.18417 -0.02037 0.002 -0.032 0.038
H -2.23960 -1.72009 -0.89464 -0.030 -0.034 0.042
H -1.88457 1.94477 -3.07009 -0.033 0.090 -0.051
H -2.19437 2.04827 -1.32408 0.025 0.082 0.094
H -0.00764 -1.26469 -1.75255 0.009 -0.092 -0.009
H 2.21571 -2.39662 2.22018 -0.032 0.067 0.007
H 4.35246 -1.35940 2.89336 0.102 -0.027 0.013
H 3.17264 -1.25711 4.21347 0.009 -0.009 0.146
H 3.53411 0.16689 3.22393 0.020 0.111 0.011
H 0.70282 3.19893 0.93351 -0.105 0.017 0.076
H -0.55578 1.95101 0.93562 -0.083 0.031 0.166
H -0.80353 3.47003 0.04955 -0.049 0.057 0.121
```
Positions in Å, forces in eV/Å.

Entry 2:
Here is a molecular structure, C12H20N5O7P2RhS at a distorted geometry from the Open Molecules 2025 dataset. Energies are from ωB97M-V/def2-TZVPD.

For the highest occupied orbital energy (spin up / spin down), the calculation gives -14.42 / -14.06 eV. The value obtained for the orbital gap (spin up / spin down) is 5.8293 / 5.1235 eV. Its LUMO energy (spin up / spin down) is -8.59 / -8.94 eV. The electronic energy is -2460.75891 hartree. The total charge is +2. The spin multiplicity is 1.

```
48
Properties=species:S:1:pos:R:3:forces:R:3
Rh -0.06447 -1.08016 -0.11282 1.243 1.485 -0.939
C 2.04033 -5.28666 -1.22032 -0.137 0.209 -0.097
C 1.22643 -4.03256 -1.45462 -0.831 -0.589 0.503
O 1.13243 -3.74396 -2.79742 -0.195 -0.411 -0.636
P -0.45857 -4.01656 -0.65342 -0.170 -1.448 -0.131
O -1.18607 -5.35396 -1.04862 0.659 0.186 -0.031
O -0.26457 -3.97476 0.91508 -0.123 0.323 -0.146
O -1.21717 -2.79866 -1.05642 -0.185 0.885 0.232
P 2.35733 -1.55476 -1.40662 3.164 -0.993 -2.858
O 1.15553 -1.06276 -2.41232 -0.892 0.515 0.621
O 1.75683 -2.93636 -0.72912 -0.586 0.265 0.981
O 2.21703 -0.60726 -0.25362 -2.930 1.612 2.247
H 1.46413 -6.15216 -1.53602 0.014 -0.097 -0.071
H 2.30533 -5.38326 -0.17132 0.044 -0.004 0.085
H 2.94993 -5.23176 -1.81722 0.022 0.032 0.025
H 0.24283 -3.45626 -3.04872 0.105 0.040 0.024
H -2.14427 -5.37946 -0.95732 -0.300 -0.037 0.005
H 0.10483 -4.73986 1.36508 0.135 -0.290 0.107
H 1.27033 -1.33896 -3.32472 0.077 -0.135 -0.234
C 3.23283 2.96074 2.21648 0.341 0.007 0.048
C 1.80973 2.56184 2.19908 -0.234 0.157 -0.029
C 0.75363 3.44874 2.28938 -0.365 -0.394 -0.014
C -0.56127 2.95374 2.24148 0.890 0.440 -0.044
N -0.78217 1.64494 2.14578 -0.071 -0.823 0.024
C 0.22413 0.80384 2.10048 0.368 1.167 0.480
S -0.07787 -0.89346 2.17738 -0.243 -0.682 -1.187
N 1.51763 1.24464 2.10218 -0.505 0.100 -0.043
C -1.74697 3.82954 2.31448 -0.156 0.205 0.084
H 3.33793 4.04214 2.20248 -0.021 -0.027 -0.025
H 3.76583 2.53644 1.36518 0.006 0.008 -0.064
H 3.71553 2.58214 3.11978 -0.004 0.002 0.037
H 0.93653 4.50504 2.39438 0.095 0.089 -0.012
H 2.26793 0.56434 1.98368 -0.149 0.005 0.005
H -1.47857 4.88024 2.29568 -0.022 0.077 -0.022
H -2.28537 3.61704 3.23898 -0.009 -0.007 0.069
H -2.43637 3.60314 1.50368 -0.010 -0.019 -0.106
N -4.38137 2.12884 -1.36582 -0.499 -0.015 0.016
C -3.05677 2.01094 -1.35252 1.138 -0.503 0.193
C -2.40197 0.83564 -0.87242 -0.970 0.021 -0.038
N -1.09407 0.76024 -0.87632 1.052 -1.506 1.018
C -0.35787 1.78024 -1.31622 0.592 0.445 -0.202
C -1.00257 2.92824 -1.77292 0.354 -0.664 0.214
N -2.30777 3.02684 -1.78202 -0.931 0.448 -0.122
H -4.98197 1.37524 -1.07832 -0.002 0.072 -0.052
H -4.79497 2.95194 -1.77512 0.025 -0.024 0.029
H -2.96817 -0.01136 -0.50752 0.032 -0.032 0.033
H 0.71763 1.67854 -1.32602 -0.004 -0.091 0.025
H -0.45147 3.77994 -2.14502 0.187 -0.004 -0.005
```
Positions in Å, forces in eV/Å.

Entry 3:
Here is C12H20N6O3 in the gas phase at a distorted geometry from the Open Molecules 2025 dataset. Energies are from ωB97M-V/def2-TZVPD.

For the highest occupied orbital energy, the calculation gives -9.03 eV. The value obtained for the orbital gap is 9.6806 eV. Its LUMO energy is 0.65 eV. The electronic energy is -1023.51336 hartree. The total charge is 0. The spin multiplicity is 1.

```
41
Properties=species:S:1:pos:R:3:forces:R:3
C 2.69074 2.23232 -2.69441 -0.114 -0.378 -0.181
C 2.45561 0.95639 -3.48639 0.176 0.166 -0.066
O 1.31714 0.32107 -2.95156 -0.092 0.038 0.111
C 0.93544 -0.85206 -3.62061 -0.243 -0.294 0.049
C -0.17468 -1.54196 -2.82339 0.463 0.115 -0.265
O -1.41654 -0.87204 -2.91219 -0.172 0.046 -0.090
C -1.55911 0.23232 -2.06975 0.037 0.426 -0.409
N -1.81295 -0.16555 -0.68844 0.493 0.338 -0.436
C -2.93134 -0.81541 -0.39960 -0.329 -0.186 0.096
N -3.91364 -1.35883 -0.17320 -0.617 -0.339 0.066
C -0.88641 0.02468 0.31050 0.801 0.267 0.916
N 0.19892 0.72581 0.01279 0.039 0.158 -0.393
C 1.04663 0.86247 1.02562 -0.577 -0.386 0.181
O 2.14862 1.54683 0.74524 -0.219 -0.025 -0.269
C 3.07011 1.71533 1.80585 0.340 0.069 0.377
N 0.87843 0.38742 2.24496 0.364 0.182 0.060
C -0.26618 -0.28931 2.44440 0.067 0.197 -0.584
N -0.50659 -0.78429 3.65937 -0.004 -0.049 0.177
C 0.41891 -0.60545 4.74684 0.220 0.078 0.128
C -1.71513 -1.51341 3.94758 -0.276 -0.136 -0.044
N -1.17815 -0.49946 1.48696 -0.240 -0.113 -0.130
H 1.88872 2.94019 -2.88363 -0.064 0.119 -0.006
H 3.63901 2.68102 -2.97701 0.094 0.089 -0.023
H 2.69317 1.99823 -1.63352 0.057 0.026 0.084
H 3.32601 0.28437 -3.40776 -0.108 0.050 -0.035
H 2.29807 1.17985 -4.55403 0.043 -0.054 0.101
H 1.79154 -1.54083 -3.70855 -0.080 0.027 0.006
H 0.57205 -0.61948 -4.63396 0.042 -0.070 0.076
H 0.14320 -1.63360 -1.77856 -0.001 -0.080 -0.036
H -0.35142 -2.53715 -3.23779 0.087 0.058 0.079
H -0.66108 0.85899 -2.04694 -0.313 -0.118 -0.011
H -2.42873 0.78065 -2.44716 0.176 -0.100 0.151
H 2.60678 2.24916 2.63828 0.077 -0.031 -0.062
H 3.42790 0.74766 2.16424 0.002 0.102 -0.021
H 3.89306 2.29569 1.39403 -0.052 -0.034 0.013
H 0.74803 -1.57748 5.12270 0.002 0.016 0.027
H -0.06134 -0.05955 5.56288 0.019 -0.017 0.018
H 1.27599 -0.04360 4.38661 -0.027 -0.062 0.157
H -1.47041 -2.52225 4.28827 -0.024 -0.001 0.017
H -2.27998 -1.00501 4.73263 -0.010 -0.025 0.011
H -2.31547 -1.56822 3.04336 -0.037 -0.069 0.159
```
Positions in Å, forces in eV/Å.

Entry 4:
Here is C12H20OS in the gas phase at a distorted geometry from the Open Molecules 2025 dataset. Energies are from ωB97M-V/def2-TZVPD.

For the highest occupied orbital energy, the calculation gives -8.59 eV. The value obtained for the orbital gap is 9.0495 eV. Its LUMO energy is 0.46 eV. The electronic energy is -942.64096 hartree. The total charge is 0. The spin multiplicity is 1.

```
34
Properties=species:S:1:pos:R:3:forces:R:3
C -1.61913 -2.04429 -3.91664 -0.284 -1.266 -0.408
C -1.34055 -2.13062 -2.43818 0.885 0.610 0.144
C 0.01433 -1.36831 -2.15595 -1.145 -0.314 0.362
C 0.23152 -0.93418 -0.69740 1.275 1.020 -0.357
C 0.11883 -2.03762 0.31194 -0.871 0.430 0.853
C -0.10900 -1.59358 1.73482 -0.362 1.575 0.409
C -0.41340 -0.32380 2.18530 0.288 -3.227 -1.260
C -0.61484 -0.19751 3.62311 0.090 1.146 0.536
O -0.57807 0.87209 4.19256 -0.147 0.114 0.005
C -0.50345 0.88365 1.31138 1.324 0.163 0.092
C 0.84505 1.64804 1.37392 -0.229 0.140 -0.400
C 0.81309 2.95849 0.58119 0.561 -0.079 0.971
C 1.95797 3.84465 1.06734 0.078 -0.292 0.895
S -0.84437 0.52883 -0.41698 -0.482 -0.955 -0.225
H -0.80813 -2.49748 -4.49765 0.019 0.120 0.059
H -2.52675 -2.62325 -4.17916 0.295 0.561 0.034
H -1.69756 -1.01505 -4.20646 -0.310 0.522 -0.369
H -2.20671 -1.71443 -1.90271 0.496 0.113 0.132
H -1.26090 -3.17120 -2.15771 0.079 -0.342 0.250
H 0.87452 -1.97443 -2.43706 -0.089 -0.275 -0.191
H 0.01144 -0.50454 -2.83317 0.193 0.054 0.350
H 1.29626 -0.62737 -0.57762 -0.627 0.396 -0.416
H 1.00314 -2.66570 0.30646 0.206 -0.204 -0.230
H -0.73170 -2.65088 0.06127 -0.388 -0.584 -0.046
H -0.01336 -2.42020 2.44707 -0.207 0.437 0.074
H -0.82276 -1.08318 4.22639 0.110 -0.638 -0.141
H -1.30544 1.52554 1.68540 0.086 0.051 -0.118
H 1.67910 1.04547 0.98765 -0.315 -0.238 0.159
H 1.06330 1.85407 2.42014 0.010 0.099 0.106
H 0.93761 2.82556 -0.47605 -0.202 -0.391 -0.553
H -0.16860 3.39460 0.75038 -0.030 0.472 -0.013
H 1.84666 4.85354 0.71537 0.032 0.550 -0.207
H 1.91958 3.86767 2.18592 0.351 0.118 -0.852
H 2.95230 3.47541 0.72509 -0.689 0.113 0.354
```
Positions in Å, forces in eV/Å.

Entry 5:
Here is 3 unconnected molecules or ions with the total composition C12H20OSi at a distorted geometry from the Open Molecules 2025 dataset. Energies are from ωB97M-V/def2-TZVPD.

For the highest occupied orbital energy, the calculation gives -8.09 eV. The value obtained for the orbital gap is 8.3571 eV. Its LUMO energy is 0.27 eV. The electronic energy is -833.88147 hartree. The total charge is 0. The spin multiplicity is 1.

```
34
Properties=species:S:1:pos:R:3:forces:R:3
C 0.56702 -3.11315 4.35930 2.066 1.544 1.439
C 1.45478 -2.50218 5.26576 1.324 -0.267 1.676
C 0.37157 -2.44668 3.18474 -1.309 -1.097 -0.280
C 2.03239 -1.23998 5.01222 -2.235 -2.001 -1.315
C 0.93962 -1.23512 2.92288 -1.715 0.709 -4.047
C 1.72196 -0.62528 3.80970 1.966 2.457 1.088
C 5.53585 0.48041 -3.15682 -1.034 0.771 2.489
C -3.92242 1.99329 -2.67531 -1.040 -2.156 0.517
C -4.49944 -0.19154 -1.54553 1.185 -0.219 -2.364
C -6.31065 1.33639 -2.32371 0.740 1.278 -1.221
C 4.25321 1.22019 -2.61245 -0.293 1.830 -0.636
C -5.01684 1.01375 -2.32483 0.000 0.398 2.089
O 2.35203 1.20961 -0.38989 -0.126 -0.448 0.437
Si 3.49814 0.31605 -1.11671 0.999 -1.605 -0.184
H 0.10513 -4.00777 4.65470 -0.599 -1.132 -0.084
H 1.82419 -3.00994 6.24073 -1.150 0.737 -1.688
H -0.32837 -2.87996 2.50447 -0.269 -0.107 -0.636
H 2.49537 -0.73230 5.77529 1.509 0.938 1.487
H 0.66940 -0.71748 1.91741 0.635 -0.938 1.888
H 5.31105 -0.58694 -3.04511 0.338 0.051 -1.185
H 5.90250 0.95007 -4.04608 -0.126 -0.584 -0.962
H 6.33754 0.63060 -2.43956 0.204 0.065 0.278
H -3.37743 1.42741 -3.37104 1.328 -0.130 -1.352
H -4.25125 2.89843 -3.02268 -1.116 2.057 -1.447
H -3.28638 2.26179 -1.88378 0.907 -0.211 1.478
H -3.47575 -0.51824 -1.82697 -0.394 0.469 -0.267
H -5.06161 -1.08906 -1.64233 -0.962 -0.537 0.081
H -4.38865 0.08533 -0.54873 -0.125 0.445 1.928
H -6.56874 2.37130 -2.67934 -0.119 -1.296 0.308
H -7.07165 0.62405 -2.08178 -0.401 -0.098 0.254
H 2.10649 0.38697 3.55003 -0.207 -0.833 0.447
H 3.51680 1.31673 -3.46996 0.493 -0.123 0.916
H 4.43614 2.31658 -2.27671 0.023 -1.503 -0.637
H 2.12803 2.05664 -0.71794 -0.495 1.538 -0.495
```
Positions in Å, forces in eV/Å.

The energy relative to the best compared isomer or geometry (same formula, charge and spin) results, record by record, are as follows: 65.36 60.62 0.00 0.00 61.40 kcal per mole.